[1]
Entry from OMol25: a molecular structure, C34H36N5O3SSeW (ωB97M-V with the def2-TZVPD basis set).

```
81
C34H36N5O3SSeW, DFT ωB97M-V with the def2-TZVPD basis set
W -1.61 -1.29 0.39
O -2.68 -1.97 1.77
C -3.49 -1.36 2.68
C -3.55 -1.83 3.98
C -4.41 -1.19 4.87
C -5.22 -0.13 4.47
C -5.16 0.31 3.17
C -4.26 -0.27 2.26
C -4.21 0.19 0.91
N -3.24 -0.08 0.11
N -3.40 0.25 -1.24
C -2.84 -0.66 -1.98
O -2.24 -1.74 -1.38
C -2.75 -0.52 -3.43
C -3.30 0.61 -4.03
C -3.18 0.78 -5.40
C -2.52 -0.18 -6.16
C -1.98 -1.31 -5.56
C -2.09 -1.48 -4.19
H -2.95 -2.68 4.28
H -4.45 -1.54 5.89
H -5.89 0.34 5.17
H -5.79 1.13 2.83
H -5.03 0.79 0.50
H -3.82 1.35 -3.43
H -3.61 1.65 -5.88
H -2.43 -0.05 -7.23
H -1.47 -2.05 -6.16
H -1.68 -2.36 -3.71
O -0.39 -2.87 0.55
N 0.31 -3.14 1.68
C 0.79 -4.40 1.77
C 1.55 -4.75 2.85
C 1.80 -3.78 3.83
C 1.29 -2.51 3.70
C 0.51 -2.17 2.60
S -0.18 -0.61 2.36
H 0.53 -5.05 0.95
H 1.93 -5.76 2.92
H 2.40 -4.04 4.69
H 1.47 -1.76 4.45
C -0.99 3.72 -1.76
C 0.50 3.87 -1.45
C 0.78 4.09 0.04
C 0.43 2.89 0.92
N 1.45 1.82 0.81
C 1.40 0.71 0.08
Se -0.04 0.13 -0.98
N 2.52 0.00 0.24
C 2.97 -1.19 -0.52
C 3.86 -0.82 -1.70
C 3.13 -0.14 -2.85
C 2.23 -1.09 -3.64
C 3.36 0.70 1.12
C 4.62 0.40 1.63
C 5.15 1.30 2.53
C 4.45 2.47 2.90
C 3.20 2.77 2.39
C 2.67 1.85 1.49
H -1.19 3.85 -2.82
H -1.58 4.47 -1.22
H -1.38 2.74 -1.49
H 0.89 4.73 -2.00
H 1.06 3.01 -1.81
H 0.20 4.94 0.39
H 1.83 4.33 0.20
H -0.53 2.45 0.64
H 0.39 3.16 1.97
H 2.07 -1.72 -0.83
H 3.50 -1.81 0.20
H 4.32 -1.75 -2.05
H 4.67 -0.19 -1.33
H 3.88 0.29 -3.52
H 2.55 0.71 -2.48
H 2.79 -1.96 -3.98
H 1.82 -0.60 -4.52
H 1.38 -1.45 -3.05
H 5.16 -0.49 1.34
H 6.12 1.12 2.95
H 4.91 3.15 3.60
H 2.68 3.67 2.67
```

total charge: +2
LUMO level (spin up / spin down): -7.1 / -7.0 eV
relative energy (zero: lowest compared OMol25 entry of this formula, charge and spin): 57.3 kJ/mol
gap between HOMO and LUMO (spin up / spin down): 0.238 / 0.244 hartree
⟨S²⟩: 0.760
2S+1: 2
highest occupied orbital energy (spin up / spin down): -13.595 / -13.653 eV
E: -127430.791 eV


[2]
Entry from OMol25: a molecular structure, C34H36N7O5SSn (ωB97M-V with the def2-TZVPD basis set).

```
84
C34H36N7O5SSn, DFT ωB97M-V with the def2-TZVPD basis set
Sn -1.10 -0.34 0.96
N -4.79 1.12 3.23
C -3.68 0.37 2.88
S -3.76 -0.44 1.33
N -2.73 0.30 3.76
N -1.65 -0.49 3.37
C -1.05 -1.03 4.36
C 0.08 -1.95 4.30
C 0.67 -2.31 5.52
C 1.71 -3.21 5.60
C 2.15 -3.81 4.41
C 1.58 -3.50 3.20
C 0.54 -2.54 3.08
O 0.06 -2.23 1.93
H -5.28 1.49 2.44
H -4.60 1.78 3.97
H -1.44 -0.81 5.35
H 0.28 -1.85 6.42
H 2.15 -3.47 6.55
H 2.96 -4.54 4.45
H 1.92 -3.97 2.29
O 0.33 3.55 -0.45
C -0.01 2.73 0.42
O -1.05 2.02 0.42
C 0.93 2.51 1.60
C 1.91 3.44 1.90
C 2.75 3.20 2.97
C 2.60 2.02 3.69
C 1.59 1.14 3.31
N 0.77 1.39 2.30
H 1.99 4.33 1.29
H 3.52 3.91 3.24
H 3.24 1.77 4.52
H 1.43 0.21 3.85
C 2.85 -1.21 0.65
C 4.23 -1.66 0.08
N 4.46 -1.04 -1.23
C 4.45 0.42 -1.06
C 3.10 0.89 -0.46
N 2.22 -0.27 -0.27
C 2.00 -0.92 -1.56
C 3.36 -1.42 -2.13
H 2.96 -0.73 1.62
H 2.17 -2.05 0.78
H 4.27 -2.74 -0.05
H 5.05 -1.37 0.74
H 4.64 0.88 -2.04
H 5.29 0.68 -0.41
H 2.59 1.60 -1.12
H 3.23 1.38 0.50
H 1.53 -0.20 -2.23
H 1.30 -1.74 -1.41
H 3.56 -1.00 -3.12
H 3.37 -2.51 -2.23
C -4.06 -0.41 -4.52
O -3.28 0.67 -4.05
C -3.67 1.27 -2.89
C -4.98 1.22 -2.42
C -5.36 1.96 -1.31
C -4.43 2.77 -0.68
C -3.13 2.81 -1.13
C -2.72 2.05 -2.21
N -1.38 2.21 -2.64
C -0.56 1.49 -3.40
C -0.55 0.13 -3.70
C 0.21 -0.33 -4.82
C 0.29 -1.65 -5.11
C -0.36 -2.60 -4.26
C -1.04 -2.22 -3.15
C -1.16 -0.82 -2.79
O -1.63 -0.43 -1.71
H -3.47 -0.90 -5.29
H -5.00 -0.06 -4.95
H -4.27 -1.12 -3.71
H -5.71 0.60 -2.93
H -6.38 1.90 -0.96
H -4.72 3.35 0.19
H -2.38 3.41 -0.62
H -0.96 3.04 -2.24
H 0.25 2.09 -3.81
H 0.70 0.41 -5.45
H 0.85 -1.99 -5.98
H -0.28 -3.66 -4.50
H -1.49 -2.94 -2.48
```

total charge: -1
LUMO level: 2.0 eV
relative energy (zero: lowest compared OMol25 entry of this formula, charge and spin): 21.1 kJ/mol
gap between HOMO and LUMO: 0.224 hartree
2S+1: 1
highest occupied orbital energy: -4.079 eV
E: -73179.378 eV


[3]
Entry from OMol25: a molecular structure, C34H36N7PbS6 (ωB97M-V with the def2-TZVPD basis set).

```
84
C34H36N7PbS6, DFT ωB97M-V with the def2-TZVPD basis set
Pb 1.13 -0.28 -0.73
S 3.28 1.42 -0.75
C 3.59 1.61 0.97
C 4.06 2.85 1.44
C 4.32 3.07 2.77
C 4.14 2.06 3.70
C 3.71 0.82 3.27
C 3.44 0.58 1.92
S 3.03 -1.06 1.37
C 1.88 -1.65 2.65
C 0.88 -2.65 2.08
C 0.06 -3.37 2.94
C -0.83 -4.28 2.39
C -0.84 -4.47 1.01
C 0.01 -3.71 0.23
C 0.09 -3.89 -1.26
S -0.65 -2.49 -2.21
C 0.35 -2.60 -3.68
C -0.33 -2.85 -4.88
C 0.35 -2.99 -6.07
C 1.74 -2.92 -6.07
C 2.42 -2.64 -4.90
C 1.75 -2.43 -3.68
S 2.71 -1.98 -2.29
N 0.83 -2.81 0.77
H 4.20 3.63 0.70
H 4.68 4.05 3.09
H 4.36 2.22 4.75
H 3.60 0.01 3.98
H 1.36 -0.78 3.05
H 2.45 -2.13 3.45
H 0.11 -3.22 4.01
H -1.50 -4.84 3.02
H -1.51 -5.19 0.55
H -0.44 -4.80 -1.56
H 1.14 -3.93 -1.56
H -1.41 -2.93 -4.85
H -0.20 -3.18 -6.99
H 2.29 -3.07 -6.99
H 3.50 -2.56 -4.90
C -6.16 -0.46 0.76
S -5.17 1.02 0.47
C -3.60 0.34 -0.19
S -3.00 -1.18 0.29
N -3.03 1.20 -0.93
N -1.87 1.11 -1.55
C -1.89 0.79 -2.79
C -0.71 0.79 -3.64
C -0.91 0.86 -5.02
C 0.17 0.92 -5.88
C 1.45 0.93 -5.33
C 1.57 0.85 -3.96
N 0.54 0.76 -3.13
H -6.80 -0.28 1.62
H -5.46 -1.27 0.97
H -6.76 -0.69 -0.12
H -2.84 0.57 -3.29
H -1.92 0.87 -5.40
H 0.02 0.98 -6.95
H 2.33 0.98 -5.96
H 2.55 0.84 -3.49
C -2.54 1.45 4.18
C -1.79 0.17 3.86
N -0.85 0.36 2.76
C -0.48 1.61 2.30
N 0.14 1.68 1.17
C 0.44 2.98 0.60
C -0.46 4.07 1.16
C -0.34 4.01 2.68
N -0.72 2.68 3.13
C -1.52 2.55 4.34
H -3.13 1.33 5.08
H -3.20 1.69 3.35
H -2.49 -0.63 3.57
H -1.25 -0.17 4.75
H -0.98 -0.28 1.99
H 0.31 2.91 -0.48
H 1.48 3.24 0.78
H -1.50 3.88 0.88
H -0.16 5.06 0.79
H -1.00 4.74 3.16
H 0.69 4.24 2.98
H -2.02 3.51 4.52
H -0.87 2.35 5.21
```

total charge: -1
LUMO level: 2.5 eV
gap between HOMO and LUMO: 0.245 hartree
2S+1: 1
highest occupied orbital energy: -4.206 eV
E: -116536.195 eV